[1]
ORCA calculation (wB97M-V/def2-TZVPD) on C46H41CdFN5O4P2SeTe as an isolated structure at a distorted geometry.

Geometry as XYZ:
```
102
Properties=species:S:1:pos:R:3:forces:R:3:lowdin_charge:R:1
Cd -1.022 0.045 0.498 1.09 1.20 0.79 1.152
C 2.184 -0.031 2.968 -0.12 -0.10 0.01 -0.285
C 0.923 -0.467 3.718 -0.13 0.28 -0.25 -0.314
P -0.715 0.142 3.078 0.23 -0.22 1.06 0.993
C -0.953 1.835 3.710 -0.03 -0.11 -0.37 -0.411
C -2.213 2.374 3.441 0.01 -0.09 0.01 -0.115
C -2.528 3.656 3.846 0.01 0.02 0.01 -0.062
C -1.567 4.428 4.483 0.06 0.00 -0.02 -0.065
C -0.305 3.910 4.726 -0.03 0.15 0.08 -0.073
C 0.003 2.611 4.354 -0.06 -0.25 -0.10 -0.100
C -1.813 -0.833 4.152 -0.08 0.07 -0.32 -0.379
C -2.365 -2.005 3.644 0.07 0.10 -0.07 -0.089
C -3.166 -2.795 4.448 -0.04 -0.11 0.08 -0.060
C -3.418 -2.415 5.757 -0.01 0.01 -0.01 -0.063
C -2.872 -1.245 6.263 0.03 0.03 0.08 -0.066
C -2.069 -0.452 5.466 0.08 0.02 -0.14 -0.081
C 2.375 -0.699 1.607 -0.04 0.04 -0.01 -0.314
P 1.501 0.050 0.145 1.14 -0.07 0.13 0.969
C 2.139 -1.070 -1.147 -0.23 0.19 -0.02 -0.365
C 2.821 -0.716 -2.305 -0.02 0.01 0.25 -0.091
C 3.132 -1.675 -3.255 0.03 -0.06 0.03 -0.057
C 2.798 -3.000 -3.044 0.00 0.02 0.07 -0.047
C 2.145 -3.370 -1.876 -0.04 -0.03 -0.06 -0.058
C 1.786 -2.410 -0.951 0.00 0.11 0.06 -0.112
C 2.234 1.705 0.157 -0.14 -0.34 -0.34 -0.340
C 1.471 2.724 0.971 -0.02 -0.25 0.10 -0.349
C 2.411 3.672 1.641 0.14 0.01 0.08 -0.054
C 3.469 4.097 0.921 -0.04 -0.15 0.08 -0.170
C 3.739 3.505 -0.354 0.46 -0.23 0.05 -0.212
C 3.282 2.189 -0.572 -0.14 -0.35 0.25 -0.127
H 3.039 -0.321 3.586 -0.03 0.13 -0.02 0.121
H 2.223 1.055 2.861 0.12 0.05 0.10 0.077
H 0.989 -0.174 4.772 -0.11 -0.06 -0.09 0.093
H 0.844 -1.560 3.691 -0.05 0.12 0.06 0.096
H -2.954 1.765 2.932 -0.03 0.04 0.01 0.107
H -3.516 4.055 3.666 -0.04 0.03 -0.03 0.112
H -1.802 5.434 4.792 -0.02 0.13 0.04 0.109
H 0.440 4.519 5.217 0.06 0.03 0.08 0.110
H 0.976 2.201 4.580 0.15 -0.02 0.02 0.101
H -2.163 -2.304 2.623 0.01 -0.04 -0.04 0.082
H -3.586 -3.705 4.050 -0.06 -0.12 -0.04 0.110
H -4.042 -3.028 6.389 -0.08 -0.08 0.04 0.110
H -3.067 -0.946 7.282 -0.04 -0.01 0.08 0.110
H -1.643 0.463 5.854 -0.02 0.05 0.07 0.108
H 2.087 -1.751 1.671 0.06 0.02 -0.03 0.081
H 3.435 -0.656 1.334 -0.12 -0.08 -0.04 0.102
H 3.096 0.304 -2.502 -0.03 0.06 0.00 0.068
H 3.630 -1.375 -4.163 0.07 0.04 -0.12 0.107
H 3.033 -3.744 -3.788 0.07 -0.11 -0.07 0.115
H 1.909 -4.408 -1.699 -0.09 -0.12 -0.01 0.105
H 1.204 -2.693 -0.083 -0.01 -0.09 0.00 0.088
H 0.743 2.275 1.656 0.14 0.18 -0.05 0.091
H 2.187 4.026 2.631 -0.02 0.11 0.23 0.106
H 4.139 4.854 1.296 0.00 0.17 0.07 0.120
H 4.576 3.865 -0.931 0.05 0.10 -0.09 0.106
H 3.809 1.574 -1.284 -0.02 -0.01 -0.08 0.101
F -0.273 -4.887 -3.526 -0.10 -0.11 0.27 0.079
C -0.950 -4.994 -2.368 -0.20 0.49 -0.26 -0.175
C -1.890 -4.085 -2.050 0.74 -0.55 -0.48 0.038
N -2.599 -4.159 -0.889 -0.38 -0.33 0.24 -0.012
C -3.421 -3.040 -0.505 0.17 0.36 0.27 -0.026
C -2.519 -1.870 -0.102 -0.79 -1.30 -0.27 -0.773
O -2.993 -0.713 -0.081 -0.88 0.52 0.03 -0.174
O -1.328 -2.119 0.172 0.27 -0.82 0.19 -0.149
C -2.357 -5.150 0.050 -0.07 0.23 -0.35 -0.469
O -2.932 -5.193 1.110 -0.13 -0.04 0.47 0.093
N -1.426 -6.082 -0.337 0.11 -0.36 0.22 0.227
C -0.615 -6.100 -1.472 -0.20 0.37 -0.01 -0.403
O 0.240 -6.933 -1.624 0.14 -0.06 -0.17 0.117
H -2.128 -3.256 -2.704 0.08 -0.08 -0.03 0.134
H -4.022 -3.338 0.358 0.03 0.08 -0.15 0.142
H -4.084 -2.743 -1.319 0.03 -0.01 0.04 0.145
H -1.272 -6.837 0.324 0.01 0.16 -0.08 0.178
C -0.620 -0.872 -4.666 -0.35 -0.27 0.19 -0.376
Te -1.216 -0.089 -2.708 0.56 0.32 -1.53 1.317
C 0.338 1.360 -3.127 -0.19 0.12 0.28 -0.403
C 1.131 0.866 -4.295 -0.16 -0.09 -0.18 -0.305
C 2.329 1.480 -4.633 -0.02 0.07 -0.13 -0.057
C 3.048 1.053 -5.734 0.00 0.10 0.09 -0.075
C 2.549 0.028 -6.524 -0.01 -0.10 -0.05 -0.076
C 1.354 -0.585 -6.192 0.03 0.05 0.05 -0.030
C 0.648 -0.185 -5.062 0.17 0.22 0.17 -0.290
H -1.407 -0.675 -5.394 -0.12 0.05 0.17 0.061
H -0.476 -1.951 -4.617 -0.01 -0.02 0.13 0.050
H 0.974 1.494 -2.248 -0.08 -0.01 -0.01 0.021
H -0.109 2.323 -3.368 -0.05 -0.10 0.02 0.050
H 2.691 2.302 -4.030 0.07 0.08 0.06 0.116
H 3.988 1.524 -5.975 0.09 0.05 -0.08 0.108
H 3.099 -0.295 -7.393 0.05 -0.06 -0.12 0.108
H 0.961 -1.379 -6.809 -0.01 -0.15 -0.08 0.120
Se 1.530 4.790 -1.005 -0.11 0.12 0.28 1.379
N 0.194 4.846 -2.096 -0.31 0.44 -0.55 -0.237
C -0.796 4.029 -1.702 0.00 -0.21 0.35 -0.394
C -2.060 3.943 -2.291 -0.12 -0.24 0.30 0.016
C -3.001 3.148 -1.664 0.08 0.28 -0.16 -0.056
C -2.643 2.383 -0.562 -0.10 0.08 0.09 -0.186
N -1.414 2.371 -0.022 -0.09 -0.07 0.05 0.042
C -0.536 3.230 -0.542 0.07 0.35 -0.33 -0.335
N 0.684 3.507 -0.009 -0.21 0.12 -0.29 -0.176
H -2.281 4.510 -3.181 -0.03 0.10 -0.10 0.130
H -4.015 3.116 -2.029 -0.07 -0.13 -0.03 0.117
H -3.367 1.742 -0.077 -0.02 -0.09 -0.13 0.097
```
Forces are in eV/Å.

Summary:
- Total charge: +1
- E_tot: -162501.583 eV
- Gap between HOMO and LUMO (alpha / beta): 6.1203 / 5.3785 eV



[2]
ORCA calculation (wB97M-V/def2-TZVPD) on one molecule with the formula C5H6O.

Geometry as XYZ:
```
12
Properties=species:S:1:pos:R:3:forces:R:3:lowdin_charge:R:1
C -1.094 -0.587 -0.308 0.01 0.00 0.13 -0.074
C -0.912 -0.257 0.973 0.06 -0.16 -0.14 -0.032
C 0.432 0.383 1.142 -0.10 0.08 0.18 -0.225
O 1.535 -0.400 0.650 0.15 -0.22 0.12 -0.012
C 0.975 0.573 -0.211 0.02 0.09 -0.25 -0.259
C 0.031 -0.097 -1.196 0.00 0.03 -0.01 -0.123
H -1.916 -1.184 -0.690 0.03 0.21 0.05 0.102
H -1.623 -0.430 1.775 0.26 -0.11 -0.07 0.102
H 0.731 0.951 2.016 -0.33 0.24 -0.16 0.139
H 1.598 1.419 -0.498 0.00 -0.24 0.07 0.144
H 0.569 -0.933 -1.659 -0.13 0.10 -0.07 0.123
H -0.327 0.561 -1.995 0.04 -0.03 0.15 0.115
```
Forces are in eV/Å.

Summary:
- E_tot: -7327.825 eV
- SMILES string: C1=C[C@H]2O[C@H]2C1
- Gap between HOMO and LUMO: 10.6172 eV



[3]
ORCA calculation (wB97M-V/def2-TZVPD) on one molecule with the formula C15H23N5O2S at a distorted geometry.

Geometry as XYZ:
```
46
Properties=species:S:1:pos:R:3:forces:R:3:lowdin_charge:R:1
C 5.677 0.428 0.731 0.31 0.04 0.07 -0.006
N 4.305 0.104 0.371 0.20 0.17 0.06 0.031
C 3.446 1.203 0.262 -0.38 -0.12 -0.10 -0.377
O 3.841 2.337 0.460 0.09 0.17 0.04 0.070
C 2.126 0.793 -0.095 0.08 -0.88 -0.07 -0.066
C 1.791 -0.537 -0.294 0.04 1.44 0.14 -0.222
N 0.486 -0.665 -0.618 0.05 -0.37 -0.04 0.153
C 0.024 0.578 -0.620 0.24 -0.03 0.02 -0.605
S -1.604 1.031 -0.982 -0.36 0.23 -0.15 1.002
C -2.327 -0.624 -1.223 0.26 0.07 0.23 -0.405
C -2.568 -1.394 0.090 0.21 -0.03 -0.11 -0.249
N -3.731 -1.104 0.871 -0.11 0.05 0.03 -0.188
C -5.014 -1.588 0.415 -0.09 -0.01 -0.14 -0.186
C -5.830 -0.574 -0.398 -0.04 -0.08 0.26 -0.185
C -5.970 0.723 0.395 0.14 0.06 -0.25 -0.207
C -4.586 1.245 0.769 -0.12 -0.18 0.23 -0.196
C -3.819 0.170 1.548 0.04 0.16 0.02 -0.195
N 0.961 1.501 -0.311 -0.14 -0.57 -0.06 -0.063
C 0.793 2.924 -0.233 -0.14 0.57 0.00 -0.018
N 2.700 -1.538 -0.161 0.08 -0.06 0.03 0.011
C 2.303 -2.911 -0.377 -0.01 -0.30 -0.03 -0.003
C 4.003 -1.236 0.180 -0.14 -0.22 -0.05 -0.432
O 4.838 -2.107 0.306 0.22 -0.21 0.03 0.069
H 6.253 -0.492 0.743 -0.07 0.12 0.00 0.086
H 5.693 0.901 1.713 0.04 0.00 -0.06 0.100
H 6.085 1.128 0.003 0.01 -0.02 0.07 0.098
H -3.250 -0.461 -1.774 0.03 0.02 -0.06 0.061
H -1.615 -1.167 -1.842 -0.10 -0.03 -0.08 0.069
H -2.613 -2.455 -0.176 0.07 0.01 0.03 0.121
H -1.686 -1.256 0.724 -0.04 -0.10 -0.10 0.106
H -4.859 -2.501 -0.164 -0.02 -0.05 0.07 0.119
H -5.595 -1.849 1.309 -0.09 -0.07 -0.08 0.122
H -5.342 -0.367 -1.352 -0.01 -0.02 -0.07 0.095
H -6.813 -0.997 -0.613 -0.02 -0.02 -0.07 0.108
H -6.512 1.469 -0.190 -0.07 0.00 0.07 0.108
H -6.542 0.528 1.305 -0.08 0.02 0.05 0.112
H -4.039 1.513 -0.137 -0.02 0.07 0.01 0.059
H -4.673 2.141 1.385 0.05 0.08 -0.02 0.111
H -2.809 0.516 1.776 -0.01 -0.03 0.07 0.109
H -4.341 -0.003 2.499 0.01 0.12 0.04 0.122
H 1.744 3.359 0.069 -0.11 -0.01 -0.03 0.089
H 0.495 3.323 -1.205 0.04 0.02 0.03 0.096
H 0.020 3.171 0.496 0.05 0.02 0.00 0.095
H 3.164 -3.543 -0.168 -0.13 0.06 -0.03 0.088
H 1.981 -3.045 -1.410 -0.01 -0.05 0.02 0.096
H 1.476 -3.161 0.287 0.01 -0.04 -0.03 0.094
```
Forces are in eV/Å.

Summary:
- E_tot: -38310.662 eV
- SMILES string: Cn1c(=O)c2c(nc(SCCN3CCCCC3)n2C)n(C)c1=O
- Gap between HOMO and LUMO: 8.4382 eV



[4]
ORCA calculation (wB97M-V/def2-TZVPD) on C6H24ClN12O10 as an isolated structure at a distorted geometry.

Geometry as XYZ:
```
53
Properties=species:S:1:pos:R:3:forces:R:3:lowdin_charge:R:1
Cl 0.078 1.044 -0.028 0.32 -0.95 6.17 0.823
O 1.010 1.974 -0.526 -2.24 -3.28 1.53 -0.289
O -0.280 0.041 -0.985 -4.02 2.34 -1.02 -0.263
O 0.697 0.301 1.050 -0.06 5.63 -6.87 -0.270
O -0.957 1.711 0.624 -1.80 0.77 -0.53 -0.164
C 3.091 2.471 -2.334 -1.26 0.72 -0.03 -0.756
O 4.126 2.463 -2.919 2.87 -0.16 -1.50 0.040
N 2.857 2.970 -1.122 2.51 1.84 0.79 0.168
N 1.929 2.063 -2.880 -1.37 -1.12 -1.64 0.163
H 2.057 2.503 -0.718 3.22 2.04 0.55 -0.094
H 3.620 3.420 -0.636 -0.17 -0.42 -0.06 0.114
H 1.932 1.675 -3.812 0.05 0.13 0.36 0.115
H 1.059 2.208 -2.386 0.50 0.23 -0.97 0.050
C 0.310 -0.954 3.745 1.67 -0.65 -0.74 -0.709
O 0.568 -1.591 4.741 0.32 -0.75 2.26 0.007
N 1.195 -0.850 2.733 3.22 -0.27 6.08 0.088
N -0.865 -0.408 3.514 -1.17 0.75 1.90 0.176
H 2.106 -1.162 3.036 -0.01 0.19 -0.29 0.131
H 0.957 -0.262 1.947 2.37 -1.62 4.10 -0.162
H -1.286 0.005 2.694 2.94 0.61 1.32 0.023
H -1.445 -0.235 4.322 0.27 -0.29 -0.05 0.129
C -0.558 -2.676 0.469 -1.60 0.21 1.20 -0.676
O -1.758 -2.427 0.301 0.02 -6.22 -4.04 0.026
N 0.205 -1.955 1.232 -0.86 -0.76 -1.40 0.154
N -0.011 -3.769 0.068 1.02 -3.65 -1.47 0.189
H -0.266 -1.122 1.554 0.74 -1.86 -0.11 0.061
H 1.207 -2.066 1.172 -0.72 0.06 0.33 0.144
H -0.669 -4.450 -0.282 0.76 -0.02 -0.49 0.130
H 0.980 -3.716 -0.122 -0.15 -1.04 -0.14 0.105
C -2.738 -0.148 2.211 -0.12 3.61 -3.55 -0.867
O -2.637 0.975 2.629 -0.14 3.97 1.38 0.031
N -2.044 -0.635 1.217 -1.87 2.92 0.67 0.119
N -3.642 -0.882 2.703 -4.40 -3.82 2.42 0.209
H -2.274 -1.612 1.111 0.52 0.48 -0.36 -0.021
H -1.185 -0.255 0.847 -2.34 -0.41 0.46 0.048
H -4.131 -0.397 3.442 -0.39 -0.67 -0.21 0.134
H -3.912 -1.772 2.308 -0.11 0.21 0.44 0.128
C -1.539 3.130 -2.482 0.54 0.39 -0.10 -0.779
O -2.089 4.030 -3.041 -1.43 2.27 -0.77 0.060
N -1.593 1.887 -2.831 -0.98 -5.58 -2.83 0.175
N -0.709 3.179 -1.460 -0.15 3.42 0.27 0.139
H -0.878 1.253 -2.503 -0.60 -0.02 -0.32 0.072
H -2.110 1.558 -3.634 0.10 0.43 0.11 0.124
H -0.827 4.086 -1.032 0.82 -0.40 1.00 0.146
H -0.404 2.315 -1.034 -2.01 4.10 -1.76 -0.026
C 1.781 -2.105 -1.661 3.23 0.43 -0.69 -0.769
O 2.739 -2.886 -1.841 -1.04 0.35 0.75 -0.001
N 1.777 -0.914 -1.106 5.36 1.26 2.26 0.153
N 0.603 -2.232 -2.154 -4.11 -3.07 -3.26 0.163
H 0.927 -0.478 -0.777 2.26 -2.12 -0.88 -0.061
H 2.668 -0.641 -0.717 -0.06 0.14 0.08 0.134
H 0.452 -3.127 -2.597 -0.66 0.35 -0.06 0.129
H -0.121 -1.535 -2.050 0.18 -0.71 -0.27 0.104
```
Forces are in eV/Å.

Summary:
- Total charge: -1
- E_tot: -57474.997 eV
- Gap between HOMO and LUMO: 8.6284 eV



[5]
ORCA calculation (wB97M-V/def2-TZVPD) on one molecule with the formula C6H6N2S at a distorted geometry.

Geometry as XYZ:
```
15
Properties=species:S:1:pos:R:3:forces:R:3:lowdin_charge:R:1
C 2.210 -2.006 -0.022 0.46 0.19 0.08 -0.129
C 0.897 -1.667 -0.237 -0.26 0.70 -0.03 -0.033
C 2.148 0.135 -0.037 -0.27 1.41 -0.03 -0.839
C -0.910 1.449 0.595 -0.06 -0.07 0.05 -0.096
C -0.412 0.370 -0.381 -0.57 0.39 0.18 -0.271
C -0.622 1.747 -0.805 0.15 -0.09 -0.02 0.011
N 2.956 -0.902 0.106 0.59 -1.00 0.03 0.045
N 0.836 -0.301 -0.249 0.61 -1.05 0.04 -0.036
S 2.711 1.724 0.030 -0.55 -0.23 -0.05 0.726
H 2.656 -2.979 0.043 -0.05 -0.27 0.01 0.102
H 0.022 -2.267 -0.372 -0.20 -0.13 -0.05 0.119
H -1.931 1.316 0.924 -0.16 -0.03 0.00 0.097
H -0.261 1.856 1.361 0.18 -0.04 -0.07 0.097
H -1.175 -0.356 -0.644 0.00 0.09 -0.03 0.141
H 0.053 2.461 -1.229 0.13 0.13 -0.11 0.065
```
Forces are in eV/Å.

Summary:
- E_tot: -20130.645 eV
- Gap between HOMO and LUMO (alpha / beta): 8.0391 / 6.4628 eV



[6]
ORCA calculation (wB97M-V/def2-TZVPD) on a 2-piece molecular cluster, C4H13N4O overall at a distorted geometry.

Geometry as XYZ:
```
22
Properties=species:S:1:pos:R:3:forces:R:3:lowdin_charge:R:1
C 1.221 3.545 -0.219 -2.83 -1.11 0.47 0.004
C 0.592 2.556 -1.277 1.12 1.30 -0.78 -0.560
O -0.392 1.859 -1.171 -0.91 -0.22 1.34 0.001
N 1.346 2.398 -2.380 2.17 3.76 0.70 0.159
H 2.082 2.915 0.008 -0.08 0.14 1.20 0.072
H 0.353 3.699 0.615 2.71 -0.29 -1.79 0.140
H 1.337 1.633 -2.960 -0.63 -1.89 -1.45 0.077
H 2.018 3.150 -2.630 -0.66 -1.15 0.38 0.136
H 1.682 4.476 -0.577 -0.75 -0.20 -0.20 0.076
C -0.494 -3.733 1.319 -3.32 -1.84 1.97 -0.098
C -0.867 -1.504 0.502 0.17 0.14 -0.06 -0.452
N -0.817 -0.469 -0.287 -0.14 -3.11 -3.75 0.212
N -0.605 -2.773 0.159 1.38 -0.27 -0.56 0.032
N -1.260 -1.140 1.790 2.21 -1.01 1.08 0.123
H -0.819 -0.439 -1.317 0.23 -0.56 0.74 0.150
H -0.835 0.420 0.037 -0.24 3.32 1.52 0.045
H -0.126 -3.006 -0.853 -1.63 0.78 3.70 0.241
H -0.409 -0.901 2.428 -2.67 -0.40 -1.28 0.180
H -2.073 -0.543 1.701 0.54 0.54 0.79 0.115
H -0.612 -4.799 0.936 1.58 1.40 0.29 0.093
H -1.552 -3.886 1.988 2.42 1.44 -2.04 0.146
H 0.230 -3.460 2.188 -0.68 -0.75 -2.27 0.107
```
Forces are in eV/Å.

Summary:
- Total charge: +1
- E_tot: -12359.341 eV
- Gap between HOMO and LUMO: 10.4765 eV



Among the records above, which one has the lowest E_tot? C46H41CdFN5O4P2SeTe